# 1
The following is a quantum chemistry calculation of a cluster of 2 separate species, C9H15N2O8S in total at a distorted geometry, from OMol25.

Results
charge: +1
HOMO: -0.484 Ha
DFT total energy: -1461.18489 Ha
E_LUMO: -3.93 eV

```
35
Properties=species:S:1:pos:R:3:forces:R:3
O -3.507776 1.618674 4.191802 0.062 0.152 -0.223
N -2.629975 1.469917 3.478018 -0.781 1.508 0.192
O -2.286234 0.053976 3.455372 0.782 -1.914 -0.426
C -1.115051 -0.204454 2.834255 -0.702 0.139 0.096
C 0.098385 -0.171765 3.359446 0.852 -0.214 0.178
C 0.605734 0.178027 4.727827 0.787 0.244 0.000
S 0.163451 1.913765 5.106122 -0.903 0.389 -0.786
O -0.997306 1.966228 5.928360 -0.050 -0.379 0.863
O 0.062883 2.553470 3.827459 0.686 0.162 -0.385
C 1.070973 -0.594288 2.282450 -4.149 1.310 1.263
O 2.201069 -0.738341 2.385136 4.015 -0.671 -0.249
O 0.338846 -0.757529 1.122025 0.531 -0.518 -0.994
C -1.010523 -0.630877 1.388430 1.995 0.864 3.200
O -1.803981 -0.852543 0.586975 -2.602 -0.580 -2.715
H 1.706040 0.168845 4.696322 -0.212 -0.088 -0.061
H 0.302427 -0.519463 5.513216 -0.281 0.312 -0.060
H 1.204024 2.515542 5.761530 0.015 -0.712 -0.042
C -0.920476 -1.376561 -3.951317 -0.054 -0.267 0.121
C -0.535998 -0.613780 -2.691558 -0.419 -0.023 -0.711
C 0.204725 0.694304 -2.968962 0.471 0.013 0.742
O 1.545690 0.422180 -3.339902 -0.335 0.190 -0.290
C 1.810993 0.473230 -4.746976 0.290 -0.217 -0.028
N 0.398438 -1.469549 -1.888077 0.432 0.124 0.259
H -0.049009 -1.775421 -4.472701 0.038 0.110 -0.027
H -1.568995 -2.220156 -3.705459 -0.010 0.028 -0.032
H -1.465085 -0.730107 -4.637325 0.014 0.015 0.047
H -1.422197 -0.436382 -2.082162 0.093 0.040 0.084
H 0.257596 1.269505 -2.038602 0.000 0.028 -0.041
H -0.318809 1.313522 -3.697759 -0.067 -0.178 -0.091
H 1.146785 1.165750 -5.264644 -0.046 0.006 0.089
H 1.719434 -0.523836 -5.181772 -0.063 0.059 -0.121
H 2.837738 0.808152 -4.879601 -0.028 0.018 0.081
H 0.114745 -2.447798 -1.838398 -0.142 0.073 0.008
H 0.512851 -1.111748 -0.933452 -0.129 -0.092 0.177
H 1.328587 -1.410488 -2.326073 -0.091 0.070 -0.119
```
Positions in Å, forces in eV/Å.

=====

# 2
The following is a quantum chemistry calculation of the ion C9H15N3 with charge +2 at a distorted geometry, from OMol25.

Results
charge: +2
HOMO (spin up / spin down): -0.619 / -0.598 Ha
relative energy (zero: lowest compared OMol25 entry of this formula, charge and spin): 338.6 kJ/mol
DFT total energy: -515.49586 Ha
E_LUMO (spin up / spin down): -7.22 / -9.87 eV

```
27
Properties=species:S:1:pos:R:3:forces:R:3
C -0.961880 1.729828 -2.428257 0.321 -0.511 0.200
C 0.857553 0.239736 -3.057560 -0.362 0.045 0.487
C -0.786624 2.366217 -3.625417 -0.439 0.397 0.124
C 0.966848 0.925389 -4.233694 0.309 -0.128 -0.204
C -0.118299 0.621573 -2.081336 -0.232 1.245 -1.463
C -0.998207 0.127490 0.139600 -0.513 0.137 0.411
C -0.767646 -0.935389 1.221714 -0.575 0.108 -0.451
C 1.587179 -1.441369 1.703298 1.073 -0.574 -0.770
C 0.144957 -0.998362 3.520938 -0.245 0.022 0.993
N 0.159325 1.970489 -4.492978 0.108 -0.189 0.072
N -0.158575 -0.069184 -0.974266 1.047 -1.395 0.724
N 0.448635 -0.685143 2.088149 -0.472 0.541 0.223
H -1.742288 2.052447 -1.759531 -0.097 0.155 0.015
H 1.500096 -0.597156 -2.840277 0.104 -0.079 -0.053
H -1.398240 3.210245 -3.910987 0.037 0.006 -0.110
H 1.698693 0.658647 -4.982446 -0.039 0.085 -0.087
H -2.053320 0.011643 -0.157238 0.046 0.141 0.013
H -0.904760 1.141042 0.562038 -0.087 0.002 -0.091
H -1.639140 -0.961858 1.877498 0.148 0.032 0.026
H -0.661846 -1.909265 0.739699 0.105 0.068 0.208
H 2.529222 -0.962127 1.510086 -0.013 0.260 0.068
H 1.490486 -2.511653 1.651800 -0.210 -0.062 0.077
H -0.161549 -2.039092 3.615180 0.038 0.033 -0.220
H 1.031210 -0.835512 4.133427 0.035 0.018 -0.202
H -0.653435 -0.352704 3.884066 -0.026 0.034 -0.155
H 0.266018 2.468497 -5.374860 -0.040 -0.055 0.122
H 0.672901 0.318191 2.036625 -0.020 -0.332 0.043
```
Positions in Å, forces in eV/Å.

=====

# 3
The following is a quantum chemistry calculation of an isolated molecule of C9H15N3O at a distorted geometry, from OMol25.

Results
HOMO: -0.283 Ha
relative energy (zero: lowest compared OMol25 entry of this formula, charge and spin): 420.2 kJ/mol
DFT total energy: -591.24909 Ha
E_LUMO: 0.64 eV

```
28
Properties=species:S:1:pos:R:3:forces:R:3
C 1.350207 -2.010587 2.496063 -0.244 -1.357 0.763
C -0.967313 -0.506003 -0.101834 -0.130 0.040 -1.299
C 0.706918 0.016716 1.468663 0.953 0.957 -0.267
C 1.060750 1.989755 -1.096218 -0.005 2.431 -0.162
C 0.189110 1.653008 -0.145767 0.400 1.778 -0.071
C 0.771556 -3.424043 2.548698 -0.342 0.875 0.964
C 1.925164 1.173956 -1.982450 -0.018 -2.497 5.459
C -0.562872 2.695126 0.628302 -1.331 1.304 0.262
C -2.446837 -0.819973 -1.946675 0.234 2.176 0.053
N 0.556666 -1.316537 1.741215 -2.708 -0.971 -1.117
N -0.019495 0.335982 0.322978 0.562 0.043 0.598
N -1.356979 -0.124437 -1.298723 -3.143 -3.235 1.117
O 1.392743 0.848435 1.988731 0.225 -0.224 0.597
H 1.198925 3.112670 -1.367325 -0.730 -1.836 0.910
H 0.828925 -3.857852 1.596082 0.107 -0.604 -1.712
H -0.264991 -3.548572 2.881090 -0.273 0.755 -0.227
H 1.265925 -4.083285 3.198151 1.240 -0.668 0.915
H 2.246870 0.222316 -1.410854 -0.443 1.250 -1.225
H 2.738059 1.723098 -2.235918 2.555 1.418 -0.922
H 1.345941 0.972650 -2.764430 -1.907 -1.349 -3.728
H -0.053332 3.653482 0.706559 0.497 -0.201 0.016
H -0.919022 2.449424 1.627912 0.803 -0.615 0.194
H -1.534510 3.019167 0.228425 0.087 -0.461 -0.805
H -2.365589 -1.758191 -1.607781 -0.539 -3.514 1.776
H -3.435187 -0.409107 -1.898083 -0.460 0.469 0.806
H -2.307168 -0.975907 -2.952392 0.911 0.240 -2.699
H -0.382991 -1.644154 1.102988 2.159 0.526 1.605
H -0.961473 0.612862 -1.727406 1.539 3.270 -1.800
```
Positions in Å, forces in eV/Å.

=====

# 4
The following is a quantum chemistry calculation of a cluster of 2 separate species, C9H15N3O in total at a distorted geometry, from OMol25.

Results
SMILES: CC(=O)Cn1cncn1.C=C(C)C
HOMO: -0.342 Ha
relative energy (zero: lowest compared OMol25 entry of this formula, charge and spin): 159.1 kJ/mol
DFT total energy: -591.34853 Ha
E_LUMO: 0.60 eV

```
28
Properties=species:S:1:pos:R:3:forces:R:3
C -2.308195 3.259707 0.057523 1.239 -2.618 0.727
C -2.861994 1.823664 -0.098044 0.422 0.509 -0.623
O -3.748127 1.625981 -0.877008 -0.591 -0.580 -0.251
C -2.136647 0.697948 0.658763 1.318 3.211 -1.737
N -2.395356 -0.598889 0.309026 -0.696 -4.024 -0.756
C -2.470549 -1.252997 -0.852797 -0.271 -1.907 1.426
N -2.600679 -2.571925 -0.711670 -0.242 0.936 0.156
C -2.619788 -2.708925 0.630930 0.663 0.855 0.961
N -2.424292 -1.542633 1.265896 -0.906 -1.244 1.412
H -1.267213 3.275193 -0.343118 -0.604 0.030 0.513
H -2.311893 3.414347 1.141773 0.094 0.825 -0.287
H -2.912972 3.858656 -0.559659 -0.833 1.067 -0.222
H -2.299795 0.825128 1.676185 -0.184 0.133 1.979
H -1.090737 0.952928 0.432168 0.132 -0.166 0.380
H -2.351839 -0.829110 -1.752893 0.133 1.758 -3.020
H -2.721161 -3.677340 1.183636 0.153 1.242 -0.675
C 2.025119 0.515214 0.239739 1.690 1.256 0.469
C 2.013057 -0.754834 -0.191407 0.408 0.709 -0.759
C 0.739770 -1.617122 -0.167371 -0.408 3.181 -1.467
C 3.209508 -1.433601 -0.866190 -2.111 -0.971 -0.869
H 1.221595 0.888869 0.850507 -0.610 0.026 -0.076
H 2.874347 1.344536 0.209701 -1.437 -2.408 -0.265
H 0.194036 -1.386812 -1.215208 0.958 -0.524 2.457
H 1.068347 -2.626245 -0.254517 -0.442 -1.014 0.666
H 0.124998 -1.235622 0.718956 0.535 -1.361 -1.324
H 3.281747 -2.405938 -0.246602 0.551 1.272 -1.459
H 4.096687 -0.806079 -0.847632 0.084 -0.267 0.068
H 2.884552 -1.640657 -2.007087 0.956 0.074 2.576
```
Positions in Å, forces in eV/Å.

=====

# 5
The following is a quantum chemistry calculation of an isolated molecule of C9H15N3O at a distorted geometry, from OMol25.

Results
SMILES: CC(C)(C)N1OCCn2ccnc21
HOMO: -0.279 Ha
relative energy (zero: lowest compared OMol25 entry of this formula, charge and spin): 198.1 kJ/mol
DFT total energy: -591.33369 Ha
E_LUMO: 0.81 eV

```
28
Properties=species:S:1:pos:R:3:forces:R:3
C -0.794898 -1.837640 1.233674 1.722 0.515 -0.294
C -0.406172 -0.295381 1.287198 1.052 -1.737 -1.388
C 0.548586 0.069035 2.397607 -0.759 0.322 2.007
C -1.675770 0.476889 1.346376 0.676 -0.441 0.443
N 0.211966 0.121017 -0.000235 0.893 0.524 1.104
O 1.617430 -0.151009 -0.098520 -0.557 0.953 -1.230
C 2.175657 0.902602 -0.939563 0.746 -0.318 0.689
C 1.730465 0.695728 -2.358628 -0.093 -1.148 -2.473
N 0.298277 0.383387 -2.319562 1.299 0.054 -0.790
C -0.572107 0.373188 -3.398719 -1.085 0.023 1.903
C -1.795797 0.231285 -2.849346 2.467 -0.006 2.670
N -1.702687 0.115790 -1.449762 -0.516 -0.392 -0.993
C -0.429503 0.173564 -1.202717 0.340 -0.069 -0.234
H -0.910983 -2.211955 0.200085 -1.044 0.665 0.444
H -0.044126 -2.561103 1.564114 0.398 0.527 0.550
H -1.607426 -1.874172 1.928948 -0.922 -0.764 -0.134
H 0.249773 0.998656 2.983543 0.560 -0.691 -1.281
H 1.588262 0.041908 2.117774 0.192 0.291 -0.110
H 0.434575 -0.686169 3.172648 0.066 -0.304 0.114
H -1.378042 1.418824 0.984259 -0.255 1.928 0.532
H -2.238429 0.106674 0.560475 -1.800 -0.729 -1.012
H -2.158815 0.358176 2.297879 -0.182 0.464 0.444
H 3.260773 0.794463 -0.860126 -0.142 -0.124 -0.014
H 1.934241 1.893343 -0.563148 -0.415 -0.007 0.230
H 1.862603 1.551015 -3.142575 0.091 -1.211 1.837
H 2.273787 -0.228082 -2.791137 -0.674 1.416 0.599
H -0.308171 0.508920 -4.383110 0.856 0.289 -1.810
H -2.735978 0.290595 -3.192434 -2.916 -0.031 -1.803
```
Positions in Å, forces in eV/Å.

=====

# 6
The following is a quantum chemistry calculation of the ion C9H15N4 with charge +1 at a distorted geometry, from OMol25.

Results
charge: +1
HOMO: -0.457 Ha
relative energy (zero: lowest compared OMol25 entry of this formula, charge and spin): 195.9 kJ/mol
DFT total energy: -570.63497 Ha
E_LUMO: -2.99 eV

```
28
Properties=species:S:1:pos:R:3:forces:R:3
C -1.463261 0.642277 1.385349 0.203 -0.646 0.220
C -0.649975 -0.337917 0.903261 -0.345 -0.216 0.441
C -0.619504 1.383579 -0.520447 1.334 1.175 -2.239
C 0.334030 2.461187 -2.328440 -2.024 0.819 1.323
C 1.331190 1.448950 -2.576542 0.573 -0.759 -0.229
C 0.785894 -0.002866 -2.462424 -0.201 0.327 -0.063
C -1.298820 -2.158753 2.464126 0.071 0.003 -0.255
C 1.122305 -1.646843 2.053730 -0.188 -0.096 -0.117
C -0.279520 -1.682631 1.431818 0.003 -0.036 0.181
N -0.261654 3.463970 -2.519581 0.564 -0.928 0.227
N -0.134918 0.167018 -0.275555 -0.499 0.622 0.473
N -1.426724 1.685329 0.494170 0.158 -0.182 -0.192
N 0.695630 -0.537953 -1.132470 0.314 -0.564 0.041
H -2.059336 0.672216 2.271612 -0.128 -0.064 0.215
H 1.727577 1.610734 -3.584851 0.006 0.076 0.063
H 2.144987 1.593258 -1.859615 -0.019 0.074 -0.057
H -0.208561 -0.044506 -2.911254 0.072 -0.055 -0.075
H 1.447450 -0.666476 -3.019235 -0.051 0.082 0.018
H -1.104322 -3.196379 2.719654 0.015 -0.066 0.080
H -2.309590 -2.086923 2.073848 -0.152 -0.032 -0.002
H -1.229130 -1.566511 3.372046 -0.019 0.083 0.167
H 1.327746 -2.597412 2.536547 0.105 -0.109 0.037
H 1.183850 -0.860980 2.801997 0.026 0.077 0.097
H 1.895835 -1.478569 1.309141 0.173 0.044 -0.050
H -0.271246 -2.379877 0.585929 -0.035 0.074 0.042
H -0.332481 4.282774 -3.091723 0.149 0.131 -0.257
H -1.948886 2.542475 0.581189 0.083 -0.050 -0.093
H 1.601434 -0.709170 -0.702279 -0.186 0.212 0.003
```
Positions in Å, forces in eV/Å.

=====

The highest DFT total energy belongs to which entry?
C9H15N3

=====

Look up the DFT total energy of the fourth one.
-591.34853 Ha

=====

Which formula does entry 6 have?
C9H15N4

=====

Which value of DFT total energy does entry 1 give?
-1461.18489 Ha